[1]
Here is C21H31IN7O5SSc as an isolated structure from the Open Molecules 2025 dataset. Energies are from ωB97M-V with the def2-TZVPD basis set.

Computed properties:
HOMO energy   -0.5031 Ha
E   -82572.5304 eV
Total charge   +2
Relative energy (zero: lowest compared OMol25 entry of this formula, charge and spin)   0.5 kcal/mol
LUMO energy   -6.1 eV
HOMO-LUMO gap   0.279 Eh

The geometry in XYZ format:
```
67
Properties=species:S:1:pos:R:3:forces:R:3:nbo_charge:R:1
Sc 0.028 0.270 0.236 0.188 -0.266 -0.170 1.6925
C 4.376 1.648 -0.062 -0.012 0.006 0.000 -0.6447
C 4.219 0.181 0.199 -0.013 0.000 -0.001 0.1763
N 5.280 -0.516 0.544 0.021 0.011 0.008 -0.3565
C 5.172 -1.834 0.762 -0.007 -0.014 -0.008 0.0032
C 3.990 -2.530 0.660 -0.046 -0.005 0.009 -0.0232
C 3.959 -4.018 0.922 -0.002 -0.004 -0.004 -0.0988
O 3.430 -4.757 -0.170 -0.002 -0.001 0.003 -0.7217
C 2.825 -1.799 0.330 0.067 0.143 0.001 -0.1995
C 1.559 -2.493 0.199 -0.040 -0.006 -0.001 0.2175
N 0.396 -1.935 0.130 0.008 0.059 0.029 -0.6005
C -0.720 -2.810 -0.057 0.021 0.035 -0.010 0.1533
C -0.973 -3.864 0.811 0.007 0.000 0.002 -0.2314
C -2.066 -4.691 0.601 -0.026 0.002 -0.028 -0.1704
C -2.916 -4.466 -0.473 0.022 -0.016 0.038 -0.1778
C -2.677 -3.412 -1.343 0.004 0.038 -0.034 -0.2104
C -1.585 -2.592 -1.122 -0.075 -0.126 0.051 -0.1878
I -1.193 -1.015 -2.442 0.031 0.073 -0.019 0.2834
C 2.945 -0.424 0.084 0.024 -0.157 0.056 0.3354
O 1.904 0.329 -0.253 -0.130 0.149 -0.014 -0.8227
H 5.412 1.931 0.096 0.000 0.004 -0.003 0.2582
H 3.740 2.238 0.604 0.006 -0.002 0.000 0.2092
H 4.093 1.892 -1.088 0.003 -0.002 -0.001 0.2245
H 6.088 -2.349 1.026 0.004 0.010 0.003 0.2139
H 3.315 -4.245 1.775 0.003 -0.009 -0.004 0.1851
H 4.962 -4.359 1.186 0.002 0.009 0.006 0.2040
H 4.111 -4.872 -0.841 0.000 0.000 -0.001 0.4891
H 1.617 -3.577 0.120 -0.021 -0.001 0.001 0.2401
H -0.313 -4.028 1.654 0.000 -0.001 0.000 0.2265
H -2.256 -5.511 1.278 0.004 0.002 0.005 0.2420
H -3.768 -5.110 -0.638 0.000 0.000 -0.001 0.2453
H -3.334 -3.240 -2.185 0.003 0.002 0.001 0.2431
N 0.314 2.429 -1.087 0.016 -0.011 -0.009 -0.6433
N -0.885 3.121 -1.327 -0.010 -0.015 0.005 -0.4130
C -2.018 2.618 -0.798 0.027 0.005 -0.064 0.6554
N -3.184 3.181 -1.031 -0.027 0.010 -0.014 -0.7323
N -1.784 1.530 -0.056 0.056 0.066 0.099 -0.5571
N -2.762 0.734 0.436 -0.077 -0.025 0.059 0.6543
O -3.931 1.014 0.424 0.033 -0.038 0.001 -0.3297
O -2.270 -0.309 0.896 -0.047 0.059 -0.038 -0.4071
H 0.967 3.023 -0.583 0.001 -0.013 0.002 0.4064
H 0.748 2.160 -1.966 0.003 0.003 -0.004 0.4104
H -0.885 3.964 -1.881 -0.003 0.013 0.017 0.4193
H -3.272 3.982 -1.636 -0.009 -0.003 -0.002 0.4321
H -4.016 2.777 -0.623 0.012 -0.006 0.017 0.4601
C -0.991 3.101 4.713 -0.001 -0.003 0.006 -0.6193
C -1.344 1.623 4.601 0.013 -0.001 -0.025 -0.4098
C -0.147 0.687 4.749 -0.016 0.022 0.046 -0.5827
S 1.068 0.989 3.464 -0.024 -0.016 0.042 1.2781
O 0.285 0.617 2.181 -0.025 0.004 -0.010 -1.0312
C 2.230 -0.359 3.702 0.061 -0.009 -0.008 -0.5922
C 1.645 -1.772 3.752 -0.021 0.020 -0.030 -0.4260
C 1.542 -2.343 5.162 -0.025 -0.007 0.027 -0.6101
H -1.891 3.712 4.669 -0.002 -0.004 0.001 0.2375
H -0.331 3.429 3.906 -0.001 0.003 0.002 0.1970
H -0.492 3.318 5.658 0.002 0.000 0.000 0.2246
H -1.841 1.408 3.652 -0.005 0.006 0.002 0.2088
H -2.053 1.346 5.382 0.004 -0.001 0.009 0.2433
H -0.440 -0.361 4.685 0.006 0.011 -0.027 0.2499
H 0.385 0.857 5.689 0.008 0.006 -0.011 0.2532
H 2.772 -0.094 4.615 -0.013 0.011 0.004 0.2627
H 2.930 -0.224 2.872 -0.012 -0.003 0.001 0.2599
H 2.300 -2.408 3.155 -0.002 -0.014 -0.006 0.2271
H 0.673 -1.788 3.248 0.008 -0.005 0.002 0.2123
H 2.525 -2.396 5.630 0.002 0.008 -0.001 0.2252
H 1.132 -3.352 5.140 0.004 -0.002 0.000 0.2337
H 0.900 -1.743 5.809 0.019 -0.007 -0.007 0.2053
```
Forces are in eV/Å.

---

[2]
Here is C21H31N3O5S in the gas phase from the Open Molecules 2025 dataset. Energies are from ωB97M-V with the def2-TZVPD basis set.

Computed properties:
HOMO energy   -0.3158 Ha
SMILES   CCN(CC)S(=O)(=O)c1ccc2oc(C(=O)NCCCN3CCOCC3)c(C)c2c1
E   -47822.9677 eV
Relative energy (zero: lowest compared OMol25 entry of this formula, charge and spin)   51.6 kcal/mol
LUMO energy   0.1 eV
HOMO-LUMO gap   0.321 Eh

The geometry in XYZ format:
```
61
Properties=species:S:1:pos:R:3:forces:R:3:nbo_charge:R:1
C -3.160 -2.238 -1.637 -0.228 -0.055 0.173 -0.6097
C -4.313 -2.096 -0.646 0.628 -0.339 -0.082 -0.2304
N -4.963 -0.810 -0.783 0.103 0.801 0.797 -0.6984
C -6.242 -0.742 -1.457 -0.566 0.247 0.013 -0.2146
C -7.394 -1.299 -0.624 0.201 0.054 -0.173 -0.6277
S -4.741 0.225 0.508 0.430 -0.218 -0.287 2.3285
O -4.807 -0.472 1.763 0.193 -0.045 -0.104 -0.9456
O -5.594 1.360 0.310 -0.059 0.065 -0.303 -0.9410
C -3.041 0.714 0.227 -0.580 -0.214 0.260 -0.3406
C -2.780 1.504 -0.891 0.135 0.122 -0.094 -0.1810
C -1.494 1.905 -1.189 0.162 0.044 -0.022 -0.2367
C -0.489 1.484 -0.327 -0.636 -0.537 0.637 0.3001
O 0.828 1.755 -0.416 0.152 0.232 -0.288 -0.4279
C 1.431 1.142 0.660 -0.719 -0.754 0.799 0.1682
C 2.895 1.266 0.812 0.016 0.325 -0.156 0.6405
O 3.505 0.718 1.713 -0.100 -0.084 0.175 -0.6247
N 3.471 2.056 -0.119 -0.071 0.170 -0.322 -0.6007
C 4.900 2.136 -0.282 0.407 0.016 -0.039 -0.2274
C 5.345 1.650 -1.664 -0.220 -0.200 0.145 -0.4142
C 4.742 0.280 -2.007 0.117 0.132 -0.005 -0.2100
N 4.801 -0.619 -0.876 -0.017 -0.054 -0.179 -0.4604
C 3.807 -1.673 -0.901 0.013 -0.197 0.306 -0.2421
C 3.845 -2.404 0.442 -0.375 0.093 -0.223 -0.0833
O 5.117 -2.960 0.680 0.093 -0.193 -0.033 -0.5238
C 6.091 -1.943 0.685 0.300 0.203 -0.145 -0.0748
C 6.113 -1.194 -0.648 -0.052 -0.147 0.316 -0.2497
C 0.524 0.472 1.434 0.692 0.364 -0.364 -0.0190
C 0.771 -0.315 2.666 0.120 0.010 0.051 -0.6538
C -0.748 0.684 0.806 0.062 0.466 -0.697 -0.0582
C -2.056 0.293 1.087 0.101 -0.010 0.079 -0.1834
H -2.418 -1.462 -1.469 0.088 0.059 0.000 0.2108
H -2.688 -3.210 -1.521 0.102 -0.117 -0.046 0.2108
H -3.528 -2.147 -2.656 0.003 -0.003 -0.145 0.2044
H -3.941 -2.172 0.379 -0.050 -0.275 -0.096 0.2209
H -5.035 -2.902 -0.802 -0.039 0.092 0.136 0.1986
H -6.422 0.315 -1.657 -0.108 -0.138 -0.216 0.2265
H -6.152 -1.275 -2.408 0.085 0.090 0.044 0.1981
H -8.332 -1.184 -1.160 -0.127 -0.023 -0.012 0.2147
H -7.245 -2.353 -0.401 -0.039 -0.103 0.040 0.2018
H -7.451 -0.751 0.314 -0.123 0.011 0.084 0.2220
H -3.614 1.799 -1.506 -0.040 0.100 -0.183 0.2399
H -1.271 2.520 -2.045 -0.015 0.076 -0.107 0.2309
H 2.890 2.449 -0.843 -0.069 -0.055 0.113 0.4028
H 5.325 1.499 0.495 0.008 0.162 -0.067 0.2410
H 5.236 3.168 -0.128 0.024 -0.125 0.058 0.1954
H 6.434 1.603 -1.675 0.058 0.090 -0.049 0.2097
H 5.037 2.364 -2.431 0.097 0.038 -0.071 0.2032
H 3.687 0.414 -2.263 0.047 -0.038 -0.031 0.1944
H 5.250 -0.130 -2.898 -0.110 0.007 0.017 0.1752
H 2.817 -1.231 -1.042 -0.025 -0.007 -0.025 0.1995
H 3.994 -2.395 -1.718 -0.067 0.041 0.027 0.1667
H 3.137 -3.234 0.454 -0.010 0.065 -0.007 0.1876
H 3.598 -1.685 1.236 -0.033 -0.088 -0.065 0.1901
H 7.049 -2.432 0.872 -0.026 0.084 0.003 0.1904
H 5.873 -1.226 1.489 0.072 -0.031 -0.040 0.1775
H 6.857 -0.397 -0.603 0.077 0.005 -0.001 0.2001
H 6.392 -1.894 -1.459 0.026 0.077 0.032 0.1672
H 0.523 -1.361 2.496 -0.023 -0.103 0.043 0.2233
H 1.816 -0.235 2.951 -0.026 -0.063 0.082 0.2657
H 0.141 0.053 3.474 -0.047 -0.016 0.102 0.2241
H -2.310 -0.308 1.945 -0.008 -0.103 0.143 0.2488
```
Forces are in eV/Å.

---

[3]
Here is C21H32AsCsN6O2S3 as an isolated structure from the Open Molecules 2025 dataset. Energies are from ωB97M-V with the def2-TZVPD basis set.

Computed properties:
HOMO energy   -0.2859 Ha
E   -129225.3165 eV
Relative energy (zero: lowest compared OMol25 entry of this formula, charge and spin)   9.8 kcal/mol
LUMO energy   0.1 eV
HOMO-LUMO gap   0.289 Eh

The geometry in XYZ format:
```
66
Properties=species:S:1:pos:R:3:forces:R:3:mulliken_charge:R:1
Cs 1.022 1.533 -0.478 -1.703 0.737 0.873 1.2295
C -4.532 2.671 1.543 -0.150 0.093 -0.034 -1.8787
C -3.104 2.292 1.270 0.253 -0.009 -0.039 0.7921
N -2.491 2.511 0.168 -0.267 0.068 -0.014 -0.3184
N -3.203 3.145 -0.803 -0.032 0.009 0.052 -0.0050
C -2.685 3.376 -2.050 -0.117 0.001 0.102 0.2229
N -3.517 4.115 -2.833 -0.098 -0.023 0.069 -0.4131
S -1.253 2.795 -2.601 -0.034 0.115 -0.352 -0.3329
C -2.319 1.648 2.361 -0.092 -0.004 0.016 0.5398
C -2.966 0.884 3.330 0.117 0.029 -0.011 -0.6567
C -2.222 0.352 4.370 0.061 0.036 -0.015 -0.4450
C -0.862 0.600 4.404 -0.060 -0.014 0.024 -0.6482
C -0.304 1.348 3.376 0.126 -0.024 0.056 -0.3541
N -1.005 1.869 2.378 -0.036 -0.029 -0.032 -0.3162
H -5.233 2.040 0.989 0.007 -0.006 -0.036 0.3822
H -4.726 3.711 1.265 0.026 0.010 -0.016 0.4838
H -4.771 2.592 2.599 0.026 -0.027 0.005 0.4228
H -4.155 3.430 -0.613 0.062 -0.039 -0.065 0.2793
H -4.233 4.693 -2.424 0.025 0.027 -0.021 0.1798
H -3.157 4.387 -3.732 0.023 -0.031 0.054 0.2358
H -4.028 0.699 3.268 -0.052 -0.020 0.008 0.3328
H -2.697 -0.242 5.140 -0.018 0.000 -0.003 0.4908
H -0.235 0.223 5.199 0.011 -0.011 0.024 0.4399
H 0.762 1.541 3.361 0.018 0.009 0.011 0.5748
C 5.590 0.832 -0.270 -0.095 0.030 0.055 -0.8832
As 4.445 -0.297 0.784 -0.192 0.153 0.557 0.6378
C 5.712 -1.044 2.043 0.000 0.056 0.017 -1.1646
C 3.850 -1.899 -0.099 -0.083 0.101 -0.096 -0.8959
S 2.965 0.718 1.914 0.721 -0.397 0.172 -0.6639
H 6.393 0.228 -0.689 -0.010 0.012 -0.065 0.3568
H 5.998 1.551 0.443 0.010 -0.015 -0.099 0.3470
H 5.020 1.344 -1.039 -0.009 -0.013 0.020 0.2211
H 6.420 -1.690 1.525 0.040 -0.020 0.020 0.4010
H 5.153 -1.610 2.786 0.034 -0.018 -0.008 0.3261
H 6.238 -0.229 2.537 -0.004 -0.029 0.009 0.3525
H 4.696 -2.362 -0.606 -0.005 0.017 -0.029 0.4033
H 3.066 -1.650 -0.810 0.032 -0.029 0.024 0.1740
H 3.493 -2.558 0.694 -0.031 0.021 -0.072 0.3283
N -1.607 -3.039 -2.568 -0.003 -0.004 -0.054 0.0192
C -0.961 -2.522 -1.483 0.006 -0.036 0.258 -0.3823
N -0.299 -1.433 -1.732 0.002 0.050 -0.148 -0.1679
C -0.505 -1.203 -3.091 -0.009 -0.064 0.023 0.5341
C -0.022 -0.187 -3.913 -0.013 -0.019 0.034 -0.0460
C -0.393 -0.194 -5.240 -0.055 -0.073 -0.033 -0.9276
C -1.229 -1.197 -5.758 0.053 0.107 -0.081 -0.4011
C -1.710 -2.218 -4.967 -0.015 -0.059 0.079 -1.0917
C -1.329 -2.201 -3.628 -0.005 0.050 -0.130 0.3467
H -2.159 -3.878 -2.584 0.019 0.037 -0.005 0.1855
H -1.022 -2.994 -0.515 0.001 -0.007 0.045 0.3988
H 0.630 0.578 -3.522 0.033 0.029 0.020 0.3079
H -0.037 0.587 -5.897 0.014 0.027 -0.019 0.4484
H -1.498 -1.167 -6.806 -0.004 -0.003 -0.013 0.3710
H -2.349 -2.990 -5.375 -0.006 -0.014 0.018 0.3764
O 3.101 2.505 -2.402 0.087 0.283 -0.154 -0.6256
C 3.001 1.296 -2.640 0.195 -0.205 -0.316 -0.1436
O 2.876 0.388 -1.774 1.083 -0.980 -0.696 -0.7603
H 2.955 0.956 -3.703 0.120 0.132 0.044 0.3394
C -1.744 -3.251 3.476 -0.127 -0.126 0.171 -1.0146
S -0.930 -2.296 2.193 -0.100 0.015 -0.122 -0.0039
C 0.716 -2.211 2.892 0.236 0.022 0.104 -0.4289
H -1.741 -2.722 4.431 0.048 0.054 -0.026 0.2499
H -1.284 -4.229 3.617 0.060 0.017 -0.056 0.3483
H -2.781 -3.406 3.179 -0.004 0.029 -0.050 0.3223
H 1.219 -3.179 2.878 -0.061 -0.033 -0.022 0.4581
H 0.679 -1.843 3.918 -0.039 0.009 0.007 0.2647
H 1.298 -1.495 2.312 -0.020 -0.004 -0.037 -0.1552
```
Forces are in eV/Å.

---

[4]
Here is C21H32BaN6O8Se as an isolated structure from the Open Molecules 2025 dataset. Energies are from ωB97M-V with the def2-TZVPD basis set.

Computed properties:
HOMO energy   -0.0816 Ha
E   -113664.0775 eV
Total charge   -2
LUMO energy   3.8 eV
HOMO-LUMO gap   0.222 Eh

The geometry in XYZ format:
```
69
Properties=species:S:1:pos:R:3:forces:R:3:nbo_charge:R:1
Ba -0.195 0.510 0.557 -0.788 -0.202 -0.333 1.8286
O 1.359 4.518 -1.055 -0.002 -0.003 0.009 -0.7301
C 1.072 3.393 -0.630 0.058 0.086 -0.039 0.7860
O -0.067 2.852 -0.551 0.355 0.374 -0.276 -0.8564
C 2.268 2.549 -0.095 0.159 0.100 -0.019 -0.3703
N 2.218 1.127 -0.457 0.199 0.152 0.011 -0.4981
C 3.233 0.321 0.207 0.039 -0.007 -0.076 -0.2115
C 3.104 0.227 1.739 0.069 0.017 0.067 -0.2488
N 1.892 -0.402 2.283 0.030 0.111 -0.039 -0.4849
C 2.004 -1.837 2.515 0.006 -0.033 -0.008 -0.2387
C 1.847 -2.724 1.288 0.035 -0.013 0.001 -0.2095
N 0.552 -2.643 0.629 0.020 0.059 0.017 -0.4520
C 0.589 -3.314 -0.662 -0.001 0.001 -0.018 -0.2156
C 1.442 -2.612 -1.711 -0.003 -0.037 0.032 -0.2110
N 1.014 -1.249 -1.986 0.004 0.048 -0.009 -0.4675
C 2.106 -0.407 -2.476 0.031 -0.005 0.015 -0.2087
C 2.143 1.007 -1.912 0.054 -0.011 -0.033 -0.2390
C -0.149 -1.240 -2.880 0.000 0.023 -0.028 -0.3335
C -1.180 -0.103 -2.670 0.083 -0.067 -0.027 0.7795
O -1.577 0.487 -3.689 -0.032 -0.005 -0.005 -0.7502
O -1.557 0.048 -1.479 -0.354 -0.222 -0.808 -0.8428
C -0.525 -3.174 1.471 0.010 -0.014 0.015 -0.3424
C -1.131 -2.149 2.465 0.094 -0.010 0.022 0.7774
O -1.207 -2.483 3.655 -0.014 -0.025 -0.005 -0.7373
O -1.491 -1.066 1.925 -0.438 -0.706 0.708 -0.8505
C 1.438 0.261 3.524 0.075 0.143 0.112 -0.3429
C 1.047 1.748 3.316 0.058 0.074 0.053 0.7531
O 1.797 2.596 3.826 0.001 -0.010 -0.004 -0.7380
O 0.003 1.948 2.630 0.272 0.264 0.516 -0.8384
H 2.251 2.658 0.992 -0.011 -0.004 0.000 0.2323
H 3.194 3.011 -0.469 0.020 -0.030 0.020 0.1754
H 4.248 0.710 -0.006 0.008 -0.004 0.041 0.1600
H 3.195 -0.684 -0.213 -0.018 0.018 0.007 0.1859
H 3.175 1.228 2.167 -0.009 0.006 -0.008 0.2374
H 3.996 -0.316 2.096 0.008 0.001 -0.019 0.1670
H 1.244 -2.119 3.244 -0.005 0.003 -0.002 0.2395
H 2.984 -2.078 2.968 -0.009 0.009 0.013 0.1571
H 2.044 -3.765 1.615 -0.005 -0.002 -0.003 0.1572
H 2.627 -2.478 0.569 -0.009 0.005 0.008 0.1818
H -0.436 -3.386 -1.024 -0.004 0.036 -0.006 0.2071
H 0.966 -4.352 -0.567 -0.024 -0.007 0.007 0.1514
H 1.427 -3.235 -2.625 0.004 -0.001 0.006 0.1638
H 2.481 -2.595 -1.380 -0.002 0.014 -0.007 0.1826
H 2.054 -0.306 -3.570 0.001 0.003 0.002 0.1838
H 3.056 -0.905 -2.266 -0.006 -0.005 -0.001 0.1767
H 1.239 1.537 -2.224 0.012 0.018 -0.003 0.2401
H 2.993 1.527 -2.390 0.011 -0.004 0.013 0.1657
H -0.721 -2.152 -2.696 0.007 -0.012 -0.022 0.1996
H 0.173 -1.253 -3.931 0.002 0.022 0.005 0.1695
H -0.193 -4.069 2.019 0.008 0.010 0.008 0.1653
H -1.351 -3.459 0.817 0.008 -0.013 -0.005 0.2089
H 2.218 0.237 4.299 0.024 -0.130 -0.031 0.1683
H 0.555 -0.278 3.875 -0.004 0.004 -0.003 0.2335
C -4.725 1.156 -3.017 -0.016 -0.017 -0.063 -0.4239
N -4.268 1.694 -1.755 -0.013 0.036 0.052 -0.3618
C -3.183 2.536 -1.630 0.038 -0.025 -0.038 -0.0310
C -2.989 2.743 -0.318 -0.001 -0.107 0.135 -0.0951
N -3.948 1.996 0.352 0.036 0.040 0.023 -0.3656
C -4.003 1.860 1.796 -0.034 0.038 -0.057 -0.4069
C -4.753 1.371 -0.536 0.083 0.079 -0.039 0.2716
Se -6.272 0.374 -0.166 -0.097 -0.065 0.025 -0.4572
H -5.271 1.916 -3.581 -0.015 0.002 0.020 0.1799
H -5.391 0.323 -2.809 0.003 0.001 0.008 0.2354
H -3.850 0.825 -3.578 0.010 0.011 0.016 0.2550
H -2.580 2.818 -2.474 0.011 -0.008 0.005 0.2493
H -2.187 3.257 0.182 -0.018 0.014 0.018 0.2686
H -4.453 2.747 2.244 -0.013 -0.004 0.011 0.1882
H -2.993 1.729 2.182 -0.011 0.001 0.027 0.2318
H -4.604 0.988 2.036 0.012 -0.016 -0.011 0.2454
```
Forces are in eV/Å.